No. 1
# C3H5NO2S

The ion C3H5NO2S with charge -2 (the ωB97M-V functional and the def2-TZVPD basis, the OMol25 dataset).

## Properties
2S+1	1
net charge	-2
relative energy (zero: lowest compared OMol25 entry of this formula, charge and spin)	2.4	kcal/mol
HOMO level	0.4077	eV
SMILES	O=C([O-])NCC[S-]
LUMO energy	6.157	eV

Last column: Mulliken charge in e.
CARTESIAN COORDINATES (ANGSTROEM)
C 0.047 0.550 -0.037  -0.27
C 1.563 0.571 -0.178  -0.77
S 2.343 2.254 -0.146  -0.84
N -0.488 -0.740 0.422  -0.33
C -1.712 -1.269 -0.134  0.52
O -2.003 -0.966 -1.301  -0.75
O -2.403 -1.920 0.689  -0.81
H -0.416 0.799 -0.981  0.31
H -0.255 1.367 0.611  0.22
H 1.993 0.036 0.673  0.22
H 1.962 0.067 -1.040  0.25
H -0.632 -0.749 1.422  0.24



No. 2
# C33H97N7O12

A cluster of 12 separate species, C33H97N7O12 in total (the ωB97M-V functional and the def2-TZVPD basis, the OMol25 dataset).

## Properties
2S+1	1
relative energy (zero: lowest compared OMol25 entry of this formula, charge and spin)	13.3	kcal/mol
HOMO level	-8.8135	eV
SMILES	COC[C@H](C)N.COC[C@H](C)N.COC[C@H](C)N.COC[C@H](C)N.COC[C@H](C)N.COC[C@H](C)N.COC[C@H](C)N.CO.CO.CO.CO.CO
LUMO energy	0.577	eV

Last column: Mulliken charge in e.
CARTESIAN COORDINATES (ANGSTROEM)
C 15.179 -17.083 12.566  0.50
O 13.833 -17.500 12.800  -0.48
H 15.462 -16.948 11.521  -0.45
H 15.394 -16.162 13.115  -0.59
H 15.867 -17.798 13.024  0.64
H 13.913 -18.354 13.227  0.34
C 13.922 -14.977 15.068  -0.22
O 15.239 -14.721 15.514  -0.63
H 13.685 -16.013 15.284  0.33
H 13.238 -14.303 15.594  0.21
H 13.785 -14.791 13.999  -0.18
H 15.479 -13.773 15.386  0.55
C 15.718 -13.737 11.617  0.41
O 14.958 -14.035 10.457  2.89
H 16.515 -14.461 11.788  -0.53
H 16.179 -12.765 11.411  -0.15
H 15.105 -13.535 12.498  -0.40
H 14.048 -14.310 10.637  -1.08
C 16.239 -13.397 7.338  0.31
O 16.582 -12.706 8.509  -0.67
H 16.603 -12.912 6.433  0.48
H 16.607 -14.430 7.236  -0.38
H 15.154 -13.562 7.257  -0.23
H 16.133 -13.144 9.247  -0.06
C 12.145 -13.321 11.982  -0.57
O 12.271 -14.569 11.277  -0.49
H 11.220 -12.851 11.645  0.46
H 12.130 -13.521 13.054  0.42
H 12.975 -12.654 11.758  -0.18
H 11.740 -15.246 11.701  0.28
C 13.115 -10.830 4.928  -1.14
C 11.736 -11.458 4.779  1.07
C 11.151 -12.058 6.041  -1.21
O 12.152 -12.707 6.816  0.27
C 11.580 -13.590 7.737  -0.67
N 10.809 -10.422 4.319  -0.75
H 13.051 -10.026 5.661  0.30
H 13.512 -10.472 3.983  0.43
H 13.756 -11.583 5.391  0.03
H 11.768 -12.218 3.985  0.12
H 10.303 -12.722 5.851  0.51
H 10.751 -11.244 6.663  0.32
H 12.304 -14.179 8.308  -0.21
H 10.939 -14.334 7.254  0.41
H 11.048 -13.087 8.556  0.33
H 9.825 -10.669 4.334  0.18
H 10.946 -10.046 3.392  0.24
C 19.043 -9.398 14.661  -1.26
C 19.153 -9.265 13.129  0.27
C 18.030 -10.076 12.452  -0.72
O 17.780 -11.360 13.065  0.20
C 18.690 -12.353 12.653  -1.22
N 18.975 -7.847 12.809  -0.76
H 18.789 -10.410 14.971  0.26
H 18.301 -8.702 15.052  0.36
H 20.005 -9.137 15.105  0.32
H 20.122 -9.646 12.806  0.36
H 18.206 -10.261 11.388  0.36
H 17.056 -9.596 12.570  0.14
H 18.781 -12.464 11.568  0.46
H 18.381 -13.327 13.037  0.13
H 19.679 -12.165 13.087  0.37
H 18.146 -7.516 13.289  0.28
H 18.775 -7.761 11.813  0.30
C 18.834 -20.405 11.657  -1.55
C 19.585 -19.264 10.952  1.76
C 19.880 -18.144 11.904  -1.09
O 18.681 -17.548 12.334  -0.04
C 18.817 -16.392 13.101  -0.68
N 20.841 -19.823 10.419  -0.75
H 18.956 -21.350 11.131  0.42
H 17.763 -20.181 11.672  0.27
H 19.110 -20.531 12.705  0.31
H 18.919 -18.934 10.148  -0.69
H 20.500 -17.392 11.389  0.37
H 20.423 -18.511 12.785  0.43
H 19.407 -15.626 12.573  0.37
H 19.352 -16.514 14.052  0.43
H 17.819 -16.006 13.300  -0.10
H 21.415 -19.036 10.109  0.28
H 20.638 -20.305 9.548  0.31
C 14.174 -10.716 14.264  -0.75
C 14.983 -10.817 15.541  0.78
C 14.162 -11.002 16.805  -0.92
O 13.483 -9.787 17.049  -0.31
C 13.004 -9.655 18.359  -0.81
N 15.886 -11.962 15.353  -0.27
H 14.736 -10.438 13.373  -0.26
H 13.403 -9.941 14.369  0.54
H 13.574 -11.601 14.035  0.06
H 15.600 -9.926 15.719  0.09
H 14.724 -11.406 17.654  0.45
H 13.407 -11.789 16.654  0.32
H 12.447 -8.721 18.414  0.26
H 13.825 -9.665 19.083  0.32
H 12.292 -10.420 18.695  0.31
H 16.462 -11.771 14.534  -0.04
H 16.580 -12.045 16.096  0.34
C 17.995 -16.583 5.149  -0.94
C 18.768 -17.473 6.138  0.16
C 18.121 -17.484 7.517  0.11
O 18.327 -16.208 8.077  -0.46
C 17.639 -16.040 9.287  0.41
N 18.790 -18.873 5.607  -0.80
H 18.266 -16.822 4.120  0.48
H 18.225 -15.526 5.304  0.27
H 16.924 -16.760 5.266  -0.08
H 19.800 -17.126 6.166  0.38
H 18.687 -18.246 8.064  0.02
H 17.056 -17.738 7.524  -0.06
H 17.985 -16.724 10.073  -0.46
H 16.563 -16.195 9.133  0.09
H 17.753 -15.054 9.740  0.20
H 19.249 -18.836 4.703  0.30
H 17.820 -19.077 5.370  0.27
C 14.768 -10.114 10.325  -1.38
C 13.683 -10.246 9.258  1.58
C 12.909 -8.958 9.065  -1.08
O 12.121 -8.741 10.206  -0.25
C 11.347 -7.573 10.147  -0.84
N 14.279 -10.706 7.995  -0.77
H 14.333 -10.046 11.323  0.21
H 15.462 -9.325 10.028  0.49
H 15.407 -11.001 10.408  0.09
H 13.004 -11.050 9.569  -0.13
H 12.256 -9.120 8.185  0.36
H 13.492 -8.105 8.692  0.38
H 11.957 -6.683 10.345  0.32
H 10.500 -7.658 10.820  0.23
H 10.959 -7.367 9.139  0.32
H 14.784 -11.564 8.226  0.11
H 13.601 -11.161 7.388  -0.10
C 13.484 -17.592 9.181  -0.88
C 12.980 -17.535 7.744  0.23
C 13.845 -16.584 6.889  1.21
O 13.240 -16.336 5.643  -0.49
C 13.889 -15.405 4.825  0.05
N 13.134 -18.913 7.197  -0.82
H 14.518 -17.957 9.221  0.01
H 12.940 -18.312 9.787  0.47
H 13.497 -16.589 9.615  -0.10
H 11.918 -17.289 7.746  0.39
H 14.831 -17.042 6.729  -0.39
H 13.997 -15.606 7.368  -0.61
H 14.977 -15.542 4.802  -0.04
H 13.657 -14.368 5.092  -0.20
H 13.549 -15.579 3.803  0.34
H 14.133 -18.970 7.010  0.29
H 12.729 -18.977 6.265  0.34